This record from OMol25 describes 2 unconnected molecules or ions with the total composition C5H12N3 at a distorted geometry. The level of theory is wB97M-V/def2-TZVPD.

Net charge: +1
DFT total energy, eV: -9842.47516
Spin multiplicity: 1
ΔE to the lowest compared entry with this formula, charge and spin, kJ/mol: 167.56

Atoms and positions in Å:
C -0.945 -0.675 -2.010
C -0.385 0.421 -2.550
C 0.892 -1.975 -1.391
N -0.222 -1.435 -1.030
H -1.964 -1.012 -2.177
H 0.608 0.778 -2.269
H -0.882 1.058 -3.278
H 1.498 -2.553 -0.697
H 1.269 -1.817 -2.404
C 1.517 -0.046 1.944
N -1.804 1.364 1.302
C -0.608 1.080 1.848
N 0.226 0.261 1.298
H 1.388 -0.884 2.634
H 1.830 0.847 2.488
H 2.263 -0.284 1.185
H -2.002 1.255 0.311
H -2.293 2.181 1.642
H -0.362 1.647 2.743
H -0.023 -0.212 0.412